Entry from OMol25: the molecule C7H8O4 (the ωB97M-V functional and the def2-TZVPD basis).

Energy relative to the best compared isomer or geometry (same formula, charge and spin): 574.7 kJ/mol
2S+1: 1
HOMO (spin up / spin down): -10.118 / -8.505 eV
Electronic energy: -572.2833 Eh
E_LUMO (spin up / spin down): -1.76 / -3.26 eV

Element x y z (Å)
1 C 1.73 1.25 1.84
2 C 1.58 0.52 0.86
3 C -1.98 0.31 0.70
4 C -1.48 0.23 -0.90
5 C 0.11 0.52 -1.06
6 C 1.03 -0.20 -0.16
7 C 1.24 -1.65 -0.15
8 O -3.07 0.86 0.72
9 O -1.33 -0.40 1.46
10 O 0.20 1.88 -1.17
11 O -0.03 -2.32 0.02
12 H 2.16 1.74 2.63
13 H -2.04 -0.55 -1.33
14 H -1.90 1.15 -1.25
15 H 0.22 0.03 -2.11
16 H 1.91 -1.93 0.73
17 H 1.62 -2.05 -1.13
18 H 0.54 2.34 -0.35
19 H -0.51 -1.72 0.65

Results of the Löwdin charge analysis, in e, for atoms 1 through 8: C 0.22; C -0.07; C -0.58; C 0.07; C -0.32; C -0.17; C -0.19; O 0.13


Entry from OMol25: a cluster of 2 separate species, H5N2PS in total (the ωB97M-V functional and the def2-TZVPD basis).

Energy relative to the best compared isomer or geometry (same formula, charge and spin): 389.0 kJ/mol
2S+1: 1
HOMO (spin up / spin down): -7.801 / -7.503 eV
Electronic energy: -851.9232 Eh
E_LUMO (spin up / spin down): -0.59 / 0.96 eV

Element x y z (Å)
1 N -2.03 -0.42 0.29
2 N -1.00 0.33 0.75
3 P 2.19 -0.35 0.03
4 S 1.89 1.02 -1.48
5 H -2.32 -0.25 -0.65
6 H -2.34 -1.13 0.81
7 H -0.64 0.03 1.69
8 H 3.45 -0.86 -0.44
9 H 0.79 1.64 -1.00

Results of the Löwdin charge analysis, in e, for atoms 1 through 8: N -0.05; N -0.07; P 0.25; S 0.17; H 0.08; H 0.02; H 0.03; H -0.22


Entry from OMol25: a structure of composition C23H29Cl5MnNO2P2 (the ωB97M-V functional and the def2-TZVPD basis).

Charge: +1
2S+1: 4
HOMO (spin up / spin down): -9.751 / -9.963 eV
⟨S²⟩: 4.05
Electronic energy: -5233.4214 Eh
E_LUMO (spin up / spin down): -5.48 / -3.97 eV

Element x y z (Å)
1 C -0.39 3.89 -2.27
2 C -0.67 2.69 -1.56
3 N 0.28 2.25 -0.64
4 C 1.33 2.99 -0.33
5 C 1.55 4.23 -0.89
6 C 0.71 4.67 -1.91
7 C -1.80 1.86 -1.80
8 P -2.02 0.33 -0.89
9 Mn -0.26 0.68 0.60
10 P 2.10 0.55 0.76
11 C 2.27 2.38 0.72
12 C 0.24 -2.79 -0.29
13 C -0.90 -3.49 0.14
14 C -0.83 -4.86 0.39
15 C 0.38 -5.53 0.21
16 C 1.51 -4.83 -0.22
17 C 1.45 -3.47 -0.50
18 O -0.47 1.08 -6.29
19 O 1.82 -1.50 -3.55
20 H -1.09 4.16 -3.07
21 H 2.39 4.81 -0.54
22 H 0.84 5.65 -2.35
23 C -3.67 0.44 -0.18
24 C -2.23 -0.96 -2.15
25 H 3.31 2.65 0.49
26 H 1.97 2.77 1.70
27 H -0.52 0.12 -6.31
28 H -2.48 2.18 -2.59
29 C 2.94 0.05 2.27
30 C 3.29 0.07 -0.51
31 H -1.82 -2.94 0.33
32 H -1.71 -5.38 0.76
33 H 0.48 -6.60 0.43
34 H 2.48 -5.33 -0.32
35 H 2.34 -2.91 -0.83
36 H -0.52 -0.77 0.74
37 H 1.65 -2.26 -2.98
38 H 1.79 -0.77 -2.91
39 H 0.22 1.22 -5.63
40 H 0.12 -1.69 -0.37
41 H -4.41 0.46 -1.00
42 H -3.86 -0.42 0.48
43 H -3.75 1.37 0.39
44 H -3.08 -0.73 -2.81
45 H -1.33 -1.07 -2.77
46 H -2.43 -1.93 -1.69
47 H 4.22 0.61 -0.32
48 H 3.49 -1.00 -0.46
49 H 2.94 0.32 -1.52
50 H 3.94 0.51 2.28
51 H 2.39 0.36 3.16
52 H 3.04 -1.03 2.28
53 Cl 0.20 -1.87 2.90
54 C -0.70 -0.49 3.38
55 C -0.92 0.57 2.50
56 C -1.67 1.68 2.88
57 Cl -1.88 2.96 1.74
58 C -2.23 1.74 4.17
59 Cl -3.20 3.09 4.62
60 C -2.00 0.68 5.08
61 Cl -2.69 0.72 6.66
62 C -1.22 -0.45 4.68
63 Cl -0.96 -1.74 5.75

Results of the Löwdin charge analysis, in e, for atoms 1 through 8: C -0.02; C -0.37; N -0.05; C -0.36; C -0.04; C -0.04; C -0.24; P 0.83


Entry from OMol25: a cluster of 8 separate species, C18H49N3O21S5 in total (the ωB97M-V functional and the def2-TZVPD basis).

Energy relative to the best compared isomer or geometry (same formula, charge and spin): 437.8 kJ/mol
2S+1: 1
HOMO: -10.623 eV
SMILES: CCOS(C)(=O)=O.CCOS(C)(=O)=O.CCOS(C)(=O)=O.CCOS(C)(=O)=O.CCOS(C)(=O)=O.C[N+](=O)[O-].C[N+](=O)[O-].C[N+](=O)[O-]
Electronic energy: -4449.9486 Eh
E_LUMO: -0.11 eV

Element x y z (Å)
1 C 4.16 31.92 -19.23
2 C 4.94 31.68 -18.02
3 O 4.20 31.07 -16.91
4 S 4.94 31.01 -15.40
5 C 3.90 29.70 -14.59
6 O 6.25 30.40 -15.57
7 O 4.71 32.30 -14.77
8 H 4.77 32.30 -20.05
9 H 3.38 32.66 -19.04
10 H 3.73 30.99 -19.61
11 H 5.84 31.12 -18.27
12 H 5.40 32.62 -17.70
13 H 4.56 29.19 -13.89
14 H 3.36 29.08 -15.30
15 H 3.09 30.25 -14.11
16 C 1.53 28.20 -20.45
17 C 0.82 28.92 -21.55
18 O 1.05 30.37 -21.61
19 S 0.28 31.38 -20.52
20 C -1.08 31.75 -21.74
21 O -0.13 30.56 -19.37
22 O 1.06 32.63 -20.29
23 H 1.08 27.30 -20.02
24 H 1.87 28.90 -19.68
25 H 2.53 28.00 -20.82
26 H 1.17 28.52 -22.51
27 H -0.21 28.60 -21.69
28 H -1.95 31.32 -21.23
29 H -0.83 31.13 -22.60
30 H -1.11 32.82 -21.93
31 C 3.07 27.71 -10.67
32 C 3.44 27.74 -9.14
33 O 3.55 28.98 -8.60
34 S 3.63 29.01 -6.94
35 C 1.80 28.84 -6.47
36 O 4.29 27.84 -6.54
37 O 4.00 30.39 -6.58
38 H 3.14 26.66 -10.96
39 H 3.65 28.33 -11.36
40 H 2.03 27.84 -10.95
41 H 2.72 27.07 -8.67
42 H 4.43 27.34 -8.97
43 H 1.22 29.72 -6.75
44 H 1.89 28.93 -5.39
45 H 1.61 27.81 -6.78
46 C 8.53 32.93 -18.99
47 C 8.60 33.69 -20.33
48 O 7.31 34.09 -20.57
49 S 6.97 34.58 -22.17
50 C 7.58 36.28 -22.14
51 O 7.81 33.91 -23.17
52 O 5.56 34.68 -22.33
53 H 8.49 33.58 -18.12
54 H 9.45 32.36 -18.85
55 H 7.67 32.28 -18.82
56 H 9.28 34.55 -20.31
57 H 8.95 33.04 -21.14
58 H 8.66 36.13 -22.15
59 H 7.15 36.73 -21.24
60 H 7.25 36.71 -23.08
61 C 4.22 32.09 -27.15
62 C 4.47 31.95 -25.64
63 O 3.14 31.81 -25.09
64 S 2.51 33.07 -24.17
65 C 3.52 32.50 -22.71
66 O 2.98 34.32 -24.78
67 O 1.07 32.86 -23.84
68 H 3.73 31.21 -27.56
69 H 5.17 32.27 -27.65
70 H 3.38 32.78 -27.26
71 H 5.07 31.07 -25.41
72 H 4.93 32.87 -25.27
73 H 3.15 33.16 -21.93
74 H 4.58 32.35 -22.89
75 H 3.03 31.55 -22.47
76 C 3.57 26.46 -17.61
77 N 2.93 25.17 -17.20
78 O 3.70 24.18 -17.19
79 O 1.77 25.16 -16.85
80 H 4.28 26.71 -16.82
81 H 2.77 27.19 -17.78
82 H 4.05 26.45 -18.59
83 C 2.86 35.05 -15.06
84 N 3.67 35.95 -15.90
85 O 3.88 35.62 -17.13
86 O 4.02 36.98 -15.39
87 H 1.98 35.64 -14.80
88 H 3.42 34.79 -14.16
89 H 2.55 34.20 -15.67
90 C 7.73 31.22 -12.03
91 N 6.74 30.14 -11.99
92 O 5.58 30.33 -11.58
93 O 7.17 29.17 -12.52
94 H 8.73 30.90 -12.33
95 H 7.68 31.63 -11.02
96 H 7.52 31.94 -12.82

Results of the Löwdin charge analysis, in e, for atoms 1 through 8: C -0.07; C -0.29; O -0.26; S 0.67; C -0.08; O -0.31; O -0.30; H 0.08


Entry from OMol25: the molecule C6H6O (the ωB97M-V functional and the def2-TZVPD basis).

Energy relative to the best compared isomer or geometry (same formula, charge and spin): 488.7 kJ/mol
2S+1: 1
HOMO: -8.448 eV
Electronic energy: -307.2773 Eh
E_LUMO: 1.12 eV

Element x y z (Å)
1 O -1.03 -1.68 0.44
2 C -0.55 -0.49 1.07
3 C 0.89 -0.67 0.01
4 C 1.36 0.69 -0.40
5 C 0.23 1.41 -0.38
6 C -0.90 0.44 -0.08
7 C -0.44 -0.94 -0.66
8 H -0.79 -0.44 2.15
9 H 1.25 -1.28 0.78
10 H 2.38 1.03 -0.57
11 H 0.14 2.48 -0.50
12 H -1.93 0.78 -0.18
13 H -0.60 -1.32 -1.67

Results of the Löwdin charge analysis, in e, for atoms 1 through 8: O -0.06; C -0.15; C -0.07; C -0.04; C -0.04; C -0.16; C -0.22; H 0.15


Entry from OMol25: a structure of composition C18H32CoGeN4O7 (the ωB97M-V functional and the def2-TZVPD basis).

Charge: -2
2S+1: 4
HOMO (spin up / spin down): -0.791 / -2.053 eV
⟨S²⟩: 3.77
Electronic energy: -4910.5102 Eh
E_LUMO (spin up / spin down): 5.01 / 4.83 eV

Element x y z (Å)
1 Co -1.04 0.79 0.70
2 O -3.00 -0.07 4.20
3 C -2.16 0.39 3.41
4 O -1.69 -0.19 2.38
5 C -1.57 1.77 3.75
6 C -0.05 1.81 3.53
7 C 0.55 3.01 4.28
8 C 0.12 4.19 3.36
9 C -0.68 3.45 2.28
10 O 0.08 2.23 2.16
11 C -2.03 2.98 2.85
12 C -3.05 2.69 1.73
13 O -4.13 3.30 1.77
14 O -2.68 1.88 0.82
15 H -1.82 1.96 4.79
16 H 0.46 0.86 3.67
17 H 0.16 3.09 5.29
18 H 1.64 2.93 4.34
19 H -0.49 4.94 3.87
20 H 0.98 4.69 2.92
21 H -0.73 3.94 1.31
22 H -2.48 3.77 3.45
23 N -1.90 -1.13 -0.18
24 C -0.82 -2.10 -0.40
25 C -1.27 -3.50 0.06
26 C -0.42 -4.75 -0.16
27 C 0.07 -5.05 -1.58
28 N 1.31 -4.33 -1.91
29 C 1.30 -3.48 -3.01
30 N 1.14 -4.13 -4.27
31 N 2.30 -2.48 -2.95
32 C 0.50 -1.60 0.23
33 O 1.48 -2.39 0.21
34 O 0.53 -0.42 0.66
35 H -2.32 -1.25 0.74
36 H -2.62 -1.18 -0.88
37 H -0.61 -2.12 -1.48
38 H -2.23 -3.67 -0.43
39 H -1.49 -3.42 1.13
40 H -1.02 -5.61 0.16
41 H 0.45 -4.72 0.50
42 H -0.71 -4.82 -2.32
43 H 0.26 -6.13 -1.65
44 H 1.59 -3.80 -1.08
45 H 1.48 -5.09 -4.20
46 H 1.70 -3.66 -4.97
47 H 2.38 -2.13 -2.00
48 H 2.05 -1.68 -3.52
49 C 0.87 1.18 -3.76
50 Ge 1.05 1.87 -1.90
51 C 2.70 1.10 -1.16
52 C 1.52 3.78 -2.22
53 C -0.54 1.65 -0.90
54 H 1.78 1.33 -4.35
55 H 0.04 1.70 -4.24
56 H 0.62 0.11 -3.75
57 H 3.50 1.10 -1.91
58 H 2.54 0.09 -0.80
59 H 3.03 1.70 -0.30
60 H 2.27 3.88 -3.00
61 H 1.90 4.23 -1.30
62 H 0.62 4.34 -2.51
63 H -1.38 2.13 -1.42

Results of the Löwdin charge analysis, in e, for atoms 1 through 8: Co 0.42; O -0.01; C -0.60; O -0.08; C -0.10; C -0.25; C -0.11; C -0.11


Entry from OMol25: a structure of composition CNa10O3 (the ωB97M-V functional and the def2-TZVPD basis).

Energy relative to the best compared isomer or geometry (same formula, charge and spin): 0.0 kJ/mol
Charge: +7
2S+1: 2
HOMO (spin up / spin down): -27.987 / -34.256 eV
⟨S²⟩: 0.75
Electronic energy: -1883.3558 Eh
E_LUMO (spin up / spin down): -23.05 / -24.04 eV

Element x y z (Å)
1 Na 1.51 -1.60 2.07
2 Na -0.19 2.96 -1.73
3 Na 1.23 -3.16 -0.82
4 Na -2.33 1.68 0.89
5 Na -2.53 0.76 -2.53
6 Na 0.74 -0.20 -2.90
7 Na 0.98 2.12 2.64
8 Na -1.97 -2.01 0.35
9 Na 3.50 -0.41 -1.00
10 Na -1.42 -0.56 3.20
11 C 0.13 0.09 -0.06
12 O -0.15 0.25 1.16
13 O -0.55 0.72 -0.87
14 O 1.04 -0.64 -0.40

Results of the Löwdin charge analysis, in e, for atoms 1 through 8: Na 0.79; Na 0.88; Na 0.83; Na 0.80; Na 0.87; Na 0.82; Na 0.89; Na 0.78